Record 1
The following is a DFT calculation (ωB97M-V/def2-TZVPD) of C7H5O3S as an isolated structure at a distorted geometry.

Computed properties:
Relative energy (zero: lowest compared OMol25 entry of this formula, charge and spin)   121.1 kcal per mole
LUMO energy   2.869 eV
Gap between HOMO and LUMO   4.95 eV
Multiplicity   1
Total energy   -893.51876 Ha
Total charge   -1
HOMO energy   -2.079 eV

```
16
Properties=species:S:1:pos:R:3:lowdin_charge:R:1
C -1.772 0.950 -0.471 -0.322
C -0.907 0.828 0.778 -0.374
C 1.336 1.437 -0.047 -0.424
C 1.298 -2.159 0.115 -0.342
C -2.655 0.008 -0.645 -0.141
C 1.503 0.024 -0.201 -0.383
C 0.639 -0.867 0.295 -0.397
O 2.059 2.348 -0.418 0.080
O 0.226 1.675 0.802 0.014
O -0.519 -0.537 0.938 0.006
S 2.674 -1.234 -0.627 0.900
H -1.506 1.815 -1.172 0.086
H -1.396 1.158 1.740 0.157
H 1.299 -2.408 1.158 0.100
H 0.828 -2.853 -0.596 0.102
H -3.109 -0.185 -1.650 -0.063
```



Record 2
The following is a DFT calculation (ωB97M-V/def2-TZVPD) of an isolated ion of composition C7H5OS2 and charge -1 at a distorted geometry.

Computed properties:
Relative energy (zero: lowest compared OMol25 entry of this formula, charge and spin)   46.5 kcal per mole
LUMO energy   3.007 eV
Gap between HOMO and LUMO   6.41 eV
Multiplicity   1
Total energy   -1141.35055 Ha
SMILES string   C=C(C([O-])=S)c1cccs1
Total charge   -1
HOMO energy   -3.405 eV

```
15
Properties=species:S:1:pos:R:3:lowdin_charge:R:1
C -2.034 -0.192 -1.577 -0.068
C -1.181 0.600 -0.875 -0.286
C -0.867 2.296 -1.598 -0.932
O -0.773 3.189 -0.817 -0.072
S -1.091 2.104 -3.258 0.444
C -0.302 0.237 0.194 -0.499
C 0.461 1.046 1.001 -0.129
C 1.352 0.291 1.780 -0.231
C 1.301 -1.064 1.583 -0.490
S 0.113 -1.472 0.436 0.989
H -2.476 0.285 -2.522 0.007
H -2.280 -1.208 -1.441 0.013
H 0.396 2.127 1.077 0.105
H 2.112 0.613 2.542 0.106
H 2.092 -1.686 1.933 0.042
```



Record 3
The following is a DFT calculation (ωB97M-V/def2-TZVPD) of one molecule with the formula C7H6 at a distorted geometry.

Computed properties:
Relative energy (zero: lowest compared OMol25 entry of this formula, charge and spin)   137.0 kcal per mole
LUMO energy   -0.584 eV
Gap between HOMO and LUMO   7.82 eV
Multiplicity   1
Total energy   -270.01784 Ha
HOMO energy   -8.409 eV

```
13
Properties=species:S:1:pos:R:3:lowdin_charge:R:1
C 1.871 0.637 0.943 0.191
C 0.659 0.889 0.348 -0.372
C 1.284 -0.491 0.178 -0.264
C -0.800 0.482 0.215 -0.221
C 1.381 -1.597 -0.534 0.013
C -1.699 -0.419 0.480 0.058
C -0.301 1.732 -0.289 -0.045
H 0.597 -1.803 -1.383 0.102
H 2.075 -2.446 -0.175 0.089
H -2.740 -0.406 -0.022 0.105
H -1.522 -1.189 1.208 0.068
H -0.646 2.491 0.389 0.122
H -0.161 2.121 -1.358 0.156
```



Record 4
The following is a DFT calculation (ωB97M-V/def2-TZVPD) of C7H6AuNO6 as an isolated structure at a distorted geometry.

Computed properties:
Relative energy (zero: lowest compared OMol25 entry of this formula, charge and spin)   29.9 kcal per mole
LUMO energy (alpha / beta)   -8.327 / -12.357 eV
Gap between HOMO and LUMO (alpha / beta)   7.81 / 6.25 eV
Multiplicity   3
Total energy   -911.37258 Ha
Total charge   +2
HOMO energy (alpha / beta)   -16.141 / -18.605 eV

```
21
Properties=species:S:1:pos:R:3:lowdin_charge:R:1
O 1.159 3.164 -4.648 0.070
C 1.138 2.705 -3.606 0.003
Au 1.173 0.865 0.169 0.773
O 2.194 -0.106 -2.651 0.201
C 1.843 0.119 -1.577 -0.113
C 1.988 -1.361 1.535 0.014
O 2.227 -2.355 2.011 0.148
C -0.094 1.913 1.308 -0.176
O -0.683 2.133 2.281 0.212
C 2.861 2.152 0.645 -0.021
O 3.725 2.810 0.980 0.239
H 0.500 2.440 -0.295 0.108
C -1.696 -1.435 1.482 0.044
C -1.657 -1.383 -0.012 -0.446
N -2.662 -2.000 -0.668 0.259
O -0.769 -0.805 -0.667 0.086
H -2.503 -2.106 1.761 0.106
H -1.923 -0.458 1.919 0.103
H -0.774 -1.828 1.915 0.087
H -2.637 -1.951 -1.668 0.142
H -3.414 -2.511 -0.215 0.160
```



Record 5
The following is a DFT calculation (ωB97M-V/def2-TZVPD) of C7H6Br3N as an isolated structure at a distorted geometry.

Computed properties:
Relative energy (zero: lowest compared OMol25 entry of this formula, charge and spin)   7.7 kcal per mole
LUMO energy   -0.594 eV
Gap between HOMO and LUMO   8.16 eV
Multiplicity   1
Total energy   -8047.08768 Ha
HOMO energy   -8.750 eV

```
17
Properties=species:S:1:pos:R:3:lowdin_charge:R:1
C -1.380 -0.624 -0.516 -0.124
C -1.207 0.788 -0.501 -0.045
C -0.389 -1.490 -0.215 -0.113
C 0.098 1.194 -0.135 -0.025
C 0.893 -1.068 0.003 -0.071
C 1.160 0.316 0.139 -0.319
C 3.581 0.226 0.223 -1.432
N 2.379 0.785 0.515 -0.110
Br 3.611 -0.543 -1.671 0.550
Br 5.119 1.436 0.240 0.617
Br 4.166 -1.507 1.356 0.433
H -2.375 -1.151 -0.596 0.118
H -1.917 1.452 -0.956 0.095
H -0.828 -2.490 -0.399 0.122
H 0.269 2.260 -0.022 0.104
H 1.719 -1.715 0.178 0.028
H 2.461 1.836 0.765 0.173
```



Record 6
The following is a DFT calculation (ωB97M-V/def2-TZVPD) of C7H6Cl2CrN2O3Rh as an isolated structure at a distorted geometry.

Computed properties:
LUMO energy (alpha / beta)   -18.310 / -19.936 eV
Gap between HOMO and LUMO (alpha / beta)   6.70 / 5.96 eV
Multiplicity   8
Total energy   -2679.08452 Ha
Total charge   +4
HOMO energy (alpha / beta)   -25.009 / -25.897 eV

```
22
Properties=species:S:1:pos:R:3:lowdin_charge:R:1
Cr 0.094 -1.281 -3.958 0.206
Rh -0.405 -0.849 -0.773 0.940
Cl -0.904 0.385 -2.776 0.326
Cl 1.231 -2.107 -2.216 0.369
C -0.633 -2.266 0.336 -0.157
C -0.512 -0.411 -5.724 -0.006
C 0.547 -2.705 -5.350 0.028
O -0.845 -3.212 0.986 0.315
O -0.628 -0.069 -6.817 0.291
O 0.690 -3.209 -6.399 0.270
C -0.465 1.917 4.186 0.085
N -0.022 1.278 2.968 -0.003
C 1.104 1.673 2.257 0.199
C 1.121 0.944 1.088 0.098
N -0.057 0.240 1.027 -0.034
C -0.685 0.372 2.207 0.076
H -0.437 1.165 4.975 0.145
H 0.228 2.725 4.409 0.135
H -1.491 2.302 4.166 0.150
H 1.804 2.407 2.598 0.192
H 1.823 0.879 0.259 0.171
H -1.557 -0.179 2.550 0.204
```



Record 7
The following is a DFT calculation (ωB97M-V/def2-TZVPD) of C7H6Cl2LuMnN2O3S as an isolated structure at a distorted geometry.

Computed properties:
Relative energy (zero: lowest compared OMol25 entry of this formula, charge and spin)   6.9 kcal per mole
LUMO energy (alpha / beta)   -16.520 / -17.254 eV
Gap between HOMO and LUMO (alpha / beta)   7.06 / 6.67 eV
Multiplicity   5
Total energy   -4308.97508 Ha
Total charge   +4
HOMO energy (alpha / beta)   -23.579 / -23.928 eV

```
23
Properties=species:S:1:pos:R:3:lowdin_charge:R:1
Mn 0.109 -0.175 -5.061 0.615
Lu 0.074 -0.088 -1.728 0.880
Cl -1.606 0.587 -3.427 0.136
Cl 2.136 -1.173 -2.578 -0.013
C -0.846 -1.445 -0.164 -0.032
C -0.529 0.927 -6.498 0.038
C 0.427 -1.682 -6.225 0.063
O -1.227 -2.014 0.785 0.206
O -0.473 0.879 -7.663 0.276
O 0.570 -2.204 -7.272 0.278
C 1.709 -0.445 2.924 0.052
N 0.473 0.321 3.047 -0.061
C -0.285 0.315 4.208 0.156
C -1.320 1.176 4.028 0.183
N -1.338 1.455 2.643 0.162
C -0.192 0.973 2.046 -0.591
S 0.382 1.371 0.429 0.701
H 1.468 -1.394 2.433 0.119
H 2.438 0.105 2.330 0.115
H 2.102 -0.604 3.936 0.137
H 0.005 -0.382 4.971 0.187
H -1.992 1.628 4.759 0.193
H -2.084 1.869 2.076 0.201
```



Record 8
The following is a DFT calculation (ωB97M-V/def2-TZVPD) of C7H6Cl8F9MgNaO9S3 as an isolated structure at a distorted geometry.

Computed properties:
Relative energy (zero: lowest compared OMol25 entry of this formula, charge and spin)   0.0 kcal per mole
LUMO energy   -0.815 eV
Gap between HOMO and LUMO   9.70 eV
Multiplicity   1
Total energy   -7085.04809 Ha
HOMO energy   -10.518 eV

```
44
Properties=species:S:1:pos:R:3:lowdin_charge:R:1
Na -30.435 -2.022 9.335 0.359
Mg -31.125 -3.783 13.793 0.684
C -30.014 0.419 13.353 -0.649
F -29.360 1.476 12.881 0.154
F -29.885 0.381 14.695 0.124
F -31.319 0.535 13.068 0.125
S -29.327 -1.124 12.657 0.531
O -30.166 -2.147 13.309 -0.359
O -29.577 -1.032 11.247 -0.298
O -27.976 -1.116 13.088 -0.226
C -28.778 -6.463 10.958 -0.667
F -27.624 -6.566 10.312 0.153
F -29.746 -6.987 10.193 0.135
F -28.686 -7.164 12.090 0.112
S -29.107 -4.693 11.329 0.535
O -30.284 -4.735 12.225 -0.376
O -27.910 -4.231 11.955 -0.237
O -29.437 -4.103 10.057 -0.282
C -34.496 -1.574 12.092 -0.675
F -33.901 -0.539 12.680 0.143
F -35.253 -2.192 12.997 0.149
F -35.249 -1.120 11.100 0.144
S -33.214 -2.719 11.487 0.540
O -32.318 -1.906 10.708 -0.302
O -32.582 -3.164 12.733 -0.407
O -33.918 -3.765 10.821 -0.256
Cl -30.223 -7.045 14.941 0.621
C -31.823 -7.637 14.422 -0.609
C -32.897 -6.905 15.152 -0.519
Cl -32.855 -5.120 14.793 0.713
H -31.857 -8.685 14.715 0.086
H -31.928 -7.562 13.343 0.091
H -32.825 -6.979 16.230 0.081
H -33.885 -7.177 14.789 0.089
C -32.813 0.936 9.453 -1.527
Cl -32.769 2.607 9.985 0.576
Cl -31.249 0.523 8.715 0.622
Cl -34.118 0.600 8.346 0.580
H -32.929 0.300 10.319 -0.027
C -34.574 -4.308 7.865 -1.541
Cl -35.625 -2.877 7.853 0.530
Cl -32.924 -3.848 7.464 0.558
Cl -35.154 -5.541 6.750 0.541
H -34.615 -4.694 8.868 -0.018
```



Record 9
The following is a DFT calculation (ωB97M-V/def2-TZVPD) of one molecule with the formula C7H6ClN3S at a distorted geometry.

Computed properties:
Relative energy (zero: lowest compared OMol25 entry of this formula, charge and spin)   5.7 kcal per mole
LUMO energy   0.657 eV
Gap between HOMO and LUMO   10.09 eV
Multiplicity   1
Total energy   -1292.94275 Ha
SMILES string   Clc1ncc(Cn2cccn2)s1
HOMO energy   -9.433 eV

```
18
Properties=species:S:1:pos:R:3:lowdin_charge:R:1
Cl 4.694 -1.240 -0.207 0.623
C 3.272 -0.267 -0.010 -1.137
N 3.259 0.909 -0.545 0.003
C 1.953 1.415 -0.258 -0.180
C 1.108 0.630 0.444 -0.484
C -0.284 1.026 0.936 -0.084
N -1.396 0.073 0.454 -0.167
C -2.112 0.187 -0.668 -0.114
C -2.505 -1.075 -0.950 -0.116
C -1.882 -1.954 -0.047 -0.140
N -1.249 -1.207 0.852 0.035
S 1.906 -0.922 0.769 1.029
H 1.741 2.486 -0.501 0.128
H -0.499 1.930 0.428 0.094
H -0.321 1.127 2.042 0.131
H -2.343 1.266 -1.083 0.165
H -3.328 -1.316 -1.605 0.090
H -2.013 -3.069 -0.050 0.122
```



Record 10
The following is a DFT calculation (ωB97M-V/def2-TZVPD) of C7H6F21HfO24S7 as an isolated structure at a distorted geometry.

Computed properties:
Relative energy (zero: lowest compared OMol25 entry of this formula, charge and spin)   3.2 kcal per mole
LUMO energy (alpha / beta)   3.809 / -0.183 eV
Gap between HOMO and LUMO (alpha / beta)   8.69 / 4.67 eV
Multiplicity   2
Total energy   -7008.83349 Ha
Total charge   -2
HOMO energy (alpha / beta)   -4.879 / -4.852 eV

```
66
Properties=species:S:1:pos:R:3:lowdin_charge:R:1
Hf 14.788 26.278 -11.229 2.146
C 9.882 25.655 -9.791 -0.608
F 9.059 26.585 -9.408 0.148
F 10.749 25.513 -8.761 0.090
F 9.297 24.457 -9.906 0.118
S 10.867 26.068 -11.520 0.576
O 10.441 25.035 -12.426 -0.293
O 10.477 27.392 -11.948 -0.309
O 12.333 25.843 -11.255 -0.456
C 11.495 29.433 -9.153 -0.624
F 11.372 30.569 -8.442 0.136
F 10.472 28.637 -9.030 0.155
F 11.626 29.651 -10.450 0.136
S 13.160 28.492 -8.595 0.577
O 12.975 27.844 -7.311 -0.315
O 13.512 27.495 -9.653 -0.462
O 14.191 29.542 -8.562 -0.323
C 15.293 26.976 -16.007 -0.593
F 14.950 25.787 -16.431 0.162
F 16.056 27.567 -16.951 0.119
F 14.254 27.708 -15.551 0.120
S 16.469 26.755 -14.439 0.615
O 17.089 25.416 -14.478 -0.291
O 17.502 27.802 -14.488 -0.312
O 15.645 26.898 -13.212 -0.469
C 16.002 21.548 -10.912 -0.631
F 15.476 20.941 -11.998 0.121
F 14.957 21.840 -10.031 0.064
F 16.799 20.749 -10.319 0.191
S 16.835 23.151 -11.466 0.561
O 17.762 23.449 -10.358 -0.337
O 17.547 22.841 -12.695 -0.256
O 15.830 24.218 -11.497 -0.429
C 19.609 26.624 -9.993 -0.569
F 19.072 25.688 -9.184 0.122
F 19.503 27.852 -9.476 0.131
F 20.918 26.400 -10.158 0.140
S 18.585 26.537 -11.686 0.657
O 19.159 25.402 -12.362 -0.137
O 17.152 26.444 -11.345 -0.380
O 18.877 27.780 -12.438 -0.090
C 12.493 24.155 -15.276 -0.613
F 12.477 25.461 -15.645 0.092
F 11.221 24.026 -15.003 0.135
F 12.785 23.380 -16.366 0.087
S 13.676 23.644 -13.869 0.627
O 12.874 22.616 -13.093 -0.342
O 14.858 23.124 -14.554 -0.293
O 13.871 24.925 -13.066 -0.452
C 15.640 31.286 -10.970 -0.561
F 15.955 31.994 -9.826 0.094
F 14.308 30.992 -10.921 0.087
F 15.960 31.986 -12.046 0.136
S 16.603 29.613 -11.073 0.609
O 17.436 29.617 -9.850 -0.321
O 15.671 28.474 -11.024 -0.434
O 17.398 29.759 -12.313 -0.279
O 13.422 28.058 -12.357 -0.081
H 12.492 28.259 -12.258 0.036
H 13.810 28.869 -12.684 0.073
O 15.961 26.272 -8.991 -0.056
H 16.282 25.494 -8.536 0.082
H 16.024 26.973 -8.343 0.090
O 13.886 24.622 -9.587 -0.082
H 13.761 24.711 -8.642 0.083
H 13.270 23.936 -9.846 0.082
```



Record 11
The following is a DFT calculation (ωB97M-V/def2-TZVPD) of an isolated ion of composition C7H6F2NO3P and charge -2 at a distorted geometry.

Computed properties:
LUMO energy (alpha / beta)   6.191 / 6.191 eV
Gap between HOMO and LUMO (alpha / beta)   6.84 / 6.84 eV
Multiplicity   1
Total energy   -1091.93008 Ha
Total charge   -2
HOMO energy (alpha / beta)   -0.651 / -0.652 eV

```
20
Properties=species:S:1:pos:R:3:lowdin_charge:R:1
C -0.773 1.325 -1.083 -0.178
C -0.948 0.011 -1.309 -0.109
C -0.490 1.882 0.213 -0.276
C -0.561 -1.010 -0.286 -0.165
C -0.532 1.187 1.388 -0.124
C -0.419 -0.296 1.113 -0.335
C -1.276 -2.410 -0.576 -0.463
N 0.085 -1.090 1.999 0.070
O 0.385 -3.624 1.166 -0.238
O -1.178 -5.126 -0.184 -0.390
O -2.123 -3.674 1.724 -0.379
F -0.885 -2.768 -1.845 0.002
F -2.631 -2.180 -0.729 -0.004
P -1.133 -3.876 0.627 0.239
H -1.020 2.033 -1.881 0.072
H -1.359 -0.337 -2.251 0.089
H -0.368 2.975 0.250 0.032
H 0.494 -1.285 -0.472 0.147
H 0.313 -2.729 1.592 -0.027
H 0.282 -0.620 2.883 0.035
```



Record 12
The following is a DFT calculation (ωB97M-V/def2-TZVPD) of an isolated ion of composition C7H6F3O3S2 and charge +1 at a distorted geometry.

Computed properties:
Relative energy (zero: lowest compared OMol25 entry of this formula, charge and spin)   8.1 kcal per mole
LUMO energy   -5.163 eV
Gap between HOMO and LUMO   8.39 eV
Multiplicity   1
Total energy   -1591.68597 Ha
Total charge   +1
HOMO energy   -13.551 eV

```
21
Properties=species:S:1:pos:R:3:lowdin_charge:R:1
C 1.919 0.310 0.063 -0.160
C 2.442 1.565 -0.172 -0.501
C -0.040 1.429 0.377 -0.733
C 2.572 -1.025 0.019 -0.160
C -3.552 0.039 -0.555 -0.167
C -2.710 0.075 0.617 -0.413
C 1.545 -2.256 0.109 -0.548
O 3.753 -1.245 -0.118 0.198
O 0.598 0.259 0.398 -0.019
O 3.638 1.895 -0.564 0.098
F 0.827 -2.306 -1.047 0.145
F 0.665 -2.023 1.106 0.137
F 2.066 -3.423 0.280 0.235
S 1.087 2.693 -0.092 1.196
S -1.766 1.717 0.720 1.033
H -4.444 0.704 -0.411 0.109
H -3.273 0.224 -1.640 0.116
H -3.913 -0.945 -0.683 0.076
H -1.882 -0.584 0.804 0.072
H -3.295 -0.057 1.427 0.056
H 3.762 2.956 -0.638 0.231
```